[1]
ORCA calculation (ωB97M-V/def2-TZVPD) on C26H19BrF6N5O7PdS2 as an isolated structure.

The geometry in ORCA input format:
```
! wB97M-V def2-TZVPD RIJCOSX def2/J DEFGRID3
* xyz 1 1
Pd -1.0895 1.8961 0.1944
Br -1.7612 4.4899 -2.2497
S 1.1073 2.1638 -2.1386
S 2.4935 0.0347 -0.9017
F 3.1455 3.7668 -1.8461
F 1.4195 4.6717 -2.7858
F 4.4162 -0.0093 0.8404
F 3.7403 1.9826 0.3207
F 2.6506 3.2830 -3.9002
F 4.9748 0.8643 -1.0638
O 0.9179 -1.3588 5.2917
O -2.5028 0.8359 1.0520
O 0.1141 1.9504 -3.1472
O 2.9059 -1.2278 -1.4320
O 0.6004 2.6531 -0.8399
O 1.5211 0.0452 0.1587
O -4.0194 -0.6758 0.4270
N -0.9351 -1.8483 -0.5084
N 0.0634 1.6782 1.8630
N 2.1529 1.0227 -2.0792
N -2.5145 2.0193 -1.2701
N -1.1843 -0.5123 5.2650
C -0.2807 -2.1229 -1.6436
C 1.0417 -3.2769 2.2242
C -3.5940 2.6132 -3.2996
C -0.5615 -2.3517 0.6704
C 0.4914 -3.2968 -1.8702
C 1.2154 2.3409 2.0001
C 1.7422 1.1409 3.9906
C 0.5174 0.4968 3.8741
C -3.3606 0.9740 -1.1469
C -4.3798 1.4794 -3.2259
C -0.4163 -1.1641 -2.6813
C -4.2909 0.6590 -2.1067
C 0.3170 -1.2932 -3.8328
C 0.1185 -0.5417 4.8820
C 1.1661 -3.4413 -3.0557
C -0.2937 0.7882 2.7954
C 0.0195 -3.3894 3.1689
C 0.7675 -2.7732 0.9774
C 2.0778 2.0999 3.0540
C 1.1061 -2.4303 -4.0156
C -2.6828 2.8635 -2.2817
C 4.0127 0.7657 -0.1621
C -3.3107 0.2719 0.1883
C 2.1560 3.5710 -2.7080
C -1.2833 -2.9621 2.8916
C -1.5706 -2.3977 1.6747
H -4.9361 -0.1923 -1.9441
H -1.4530 -1.1187 6.0236
H 1.4570 3.0543 1.2276
H 0.2533 -3.7742 4.1527
H 1.7373 -4.3377 -3.2517
H -5.0923 1.2649 -4.0110
H 1.6609 -2.5462 -4.9378
H -1.2417 0.2925 2.6410
H 0.2805 -0.5225 -4.5894
H -1.0435 -0.3013 -2.5014
H 3.0067 2.6479 3.1147
H 2.4038 0.8900 4.8095
H -1.7574 0.2942 5.0859
H 2.0526 -3.5519 2.4907
H -3.6849 3.3170 -4.1131
H 0.4658 -4.0990 -1.1452
H -2.0528 -3.0502 3.6452
H 1.5617 -2.5857 0.2678
H -2.5589 -2.0297 1.4233
*
```

Values from the calculation:
HOMO-LUMO gap (spin up / spin down) = 6.358 / 6.357 eV
E_HOMO (spin up / spin down) = -12.1 / -12.1 eV

natural (NBO) population analysis, charges in e, atoms 1 to 4:
1 Pd 1.0006
2 Br 0.1569
3 S 2.2662
4 S 2.2751

---

[2]
ORCA calculation (ωB97M-V/def2-TZVPD) on a 2-piece molecular cluster, C11H15N overall at a distorted geometry.

The geometry in ORCA input format:
```
! wB97M-V def2-TZVPD RIJCOSX def2/J DEFGRID3
* xyz 0 1
N -1.4855 -2.8504 -1.9701
C 2.5422 3.1889 1.8311
C 1.6544 3.7127 0.7337
C -0.2459 -3.5460 0.1162
C 0.5531 -2.9603 1.1065
C -2.0767 -1.6221 -2.3497
C -0.7783 -2.6526 -0.8140
C -1.6338 -0.6513 -1.5104
C 0.7158 -1.6080 1.2743
C -0.8041 -1.2690 -0.4629
C -0.0392 -0.6726 0.5078
C -2.0608 0.7403 -1.4408
H -0.0943 -4.6146 0.1376
H 3.0369 4.0508 2.2937
H 1.1020 -1.2376 2.2397
H -3.0801 0.7388 -1.0681
H 1.0489 -3.6102 1.8884
H -1.5781 1.4036 -0.6875
H 2.0491 4.6217 0.2877
H -2.7191 -1.3807 -3.1925
H 1.5579 2.9750 -0.0520
H 2.1229 2.5378 2.5906
H -0.1718 0.4020 0.6908
H 3.3479 2.5634 1.3942
H -1.8225 -3.6979 -2.3749
H 0.6828 4.0669 1.1535
H -1.8240 1.3717 -2.3229
*
```

Values from the calculation:
SMILES = Cc1c[nH]c2ccccc12.CC
HOMO-LUMO gap = 8.752 eV
E_HOMO = -7.8 eV

natural (NBO) population analysis, charges in e, atoms 1 to 4:
1 N -0.5346
2 C -0.6117
3 C -0.6110
4 C -0.2637

---

[3]
ORCA calculation (ωB97M-V/def2-TZVPD) on C39H56CaN3O5P2Te as an isolated structure.

The geometry in ORCA input format:
```
! wB97M-V def2-TZVPD RIJCOSX def2/J DEFGRID3
* xyz -1 1
Te -4.0361 -2.1451 -0.8754
Ca -1.0007 0.8846 -0.3689
P -0.1895 -1.8304 0.5503
P 2.2101 1.3628 -1.9346
O -3.0003 0.5964 -1.7909
O -2.1112 2.8167 -0.2118
O -1.7002 2.3857 -4.5470
O -3.7206 3.9833 -1.2678
O -0.7572 1.9173 -2.5761
N -3.4335 2.5867 3.1405
N 1.1075 0.9023 0.5931
N -1.9431 0.9657 2.0038
C -3.7431 3.8304 2.4293
C 2.0555 6.4836 -0.1846
C -1.6303 1.7417 -3.3872
C 0.3671 -2.9154 -0.8619
C -4.0891 -6.4428 0.1069
C -5.5194 -4.2140 0.9054
C 2.0607 -2.2187 2.2605
C 1.2170 3.1927 1.5375
C -2.7463 0.7357 -3.1670
C -2.6349 1.7198 2.5390
C 3.9028 -2.8661 3.8633
C 4.0185 2.9707 -3.5954
C -5.1025 -6.5877 1.0449
C -4.5087 -4.0499 -0.0475
C 2.6544 2.2879 -3.4895
C 0.0576 -2.1963 -2.1790
C -4.3991 2.0706 4.0999
C 3.4654 -0.4984 3.0718
C -1.6877 -2.3352 2.8563
C 1.9158 2.7176 -0.7278
C 2.4110 1.3978 -4.7093
C -0.5146 -4.3634 1.9605
C 1.4388 4.5436 1.3123
C 3.1414 -1.8499 3.0557
C 1.6956 0.0534 1.4851
C -3.1756 2.9426 -0.9081
C 1.8668 5.0128 0.0756
C -3.8878 1.6205 -1.2755
C -1.1411 -3.0123 1.6053
C 3.7486 0.5756 -1.2677
C 2.7713 0.4308 2.3178
C 1.4336 2.2635 0.5203
C 4.3117 -0.4354 -2.2700
C 1.3098 -1.3241 1.5038
C -5.8135 -5.4622 1.4409
C -3.7972 -5.1935 -0.4287
C 2.1017 4.0793 -0.9308
C 4.8479 1.4650 -0.6923
C 1.8259 -3.3581 -0.8263
H -2.9357 4.0543 1.7362
H 0.6336 -1.2674 -2.2639
H 0.3175 -2.8278 -3.0348
H 2.4965 -2.4999 -0.7336
H -4.3282 1.1853 -0.3770
H -3.9934 1.1833 4.5792
H 4.2996 -0.1553 3.6786
H -0.9512 3.0020 -4.5825
H 2.4480 4.4392 -1.8947
H 3.5279 -1.0472 -2.7242
H 1.2510 5.2546 2.1107
H 3.0228 6.6876 -0.6493
H -6.6069 -5.5511 2.1753
H 1.2836 6.8723 -0.8534
H 4.4456 2.2386 -0.0369
H 1.8008 -3.2685 2.2219
H -3.0026 -5.0986 -1.1598
H 4.2437 3.5973 -2.7328
H -4.5830 2.8310 4.8589
H 3.0822 1.4678 2.3356
H 5.0053 -1.1156 -1.7680
H -5.3444 1.8113 3.6141
H 1.8896 3.0748 -3.5032
H 4.0633 3.6027 -4.4889
H -6.0807 -3.3461 1.2297
H 0.1198 -4.2923 2.8453
H 4.0660 -3.7864 3.2976
H 2.0039 7.0570 0.7418
H 4.8218 2.2369 -3.6835
H -1.9956 -3.1994 0.9427
H -0.2875 -3.7903 -0.8012
H 2.0464 -4.0244 0.0093
H -1.3129 -5.0742 2.1937
H 3.1637 0.6080 -4.7766
H 2.0785 -3.8842 -1.7525
H -4.6763 3.7348 1.8680
H 2.4646 1.9768 -5.6368
H -2.2763 -1.4546 2.6037
H -5.3332 -7.5607 1.4619
H -3.6450 1.0178 -3.7153
H -2.3339 -3.0348 3.3942
H 5.5400 0.8595 -0.0991
H 5.4272 1.9547 -1.4771
H -1.0119 -1.9729 -2.2415
H 0.8350 2.8426 2.4895
H 1.4363 0.9080 -4.6649
H -2.4010 -0.2328 -3.5370
H 4.8829 -2.4833 4.1550
H 4.8623 0.0532 -3.0777
H -3.5167 -7.3058 -0.2158
H 3.3381 -0.0052 -0.4354
H -0.8790 -2.0302 3.5275
H -4.6700 1.8283 -2.0040
H 0.0745 -4.7985 1.1503
H -3.8392 4.6347 3.1595
H 3.3793 -3.1452 4.7828
*
```

Values from the calculation:
HOMO-LUMO gap = 5.590 eV
E_HOMO = -3.4 eV

Löwdin population analysis, charges in e, atoms 1 to 4:
1 Te 0.6209
2 Ca 1.2387
3 P 1.0364
4 P 1.0951

---

[4]
ORCA calculation (ωB97M-V/def2-TZVPD) on an isolated molecule of C5H11P at a distorted geometry.

The geometry in ORCA input format:
```
! wB97M-V def2-TZVPD RIJCOSX def2/J DEFGRID3
* xyz 0 1
P 2.4917 0.9153 -0.2401
C 1.0957 -0.2737 -0.0861
C -1.0893 1.8825 -0.0956
C 1.2664 -1.7553 -0.0863
C -0.2174 0.2729 -0.0642
C -1.2982 -0.7041 -0.0177
H -0.7444 2.5574 0.6234
H -1.2988 -1.0049 1.0381
H -1.1566 -1.4983 -0.6985
H 0.5347 -2.2998 -0.8173
H 2.3261 -2.0359 -0.1582
H -1.0899 2.3837 -1.0374
H -2.0140 1.6070 0.1299
H 3.3009 -0.1102 0.2504
H 2.6590 1.6118 1.0002
H -2.2594 -0.2501 -0.1950
H 0.7074 -2.1854 0.7498
*
```

Values from the calculation:
SMILES = CC(C)=C(C)P
HOMO-LUMO gap = 9.128 eV
E_HOMO = -8.1 eV

natural (NBO) population analysis, charges in e, atoms 1 to 4:
1 P 0.3145
2 C -0.3426
3 C -0.5703
4 C -0.6646

---

Calculated total energy across the listed records, respectively: -5899.91032; -482.86291; -3688.70748; -538.32721 Eh.
ΔE to the lowest compared entry with this formula, charge and spin across the listed records, respectively: 0.00; 32.80; 10.97; 62.10 kcal/mol.